[1]
C23H44Cl6O9 | ωB97M-V with the def2-TZVPD basis set

Output
Lowest unoccupied orbital energy = 0.0 eV
Molecular weight = 677.314 g mol⁻¹
HOMO energy = -9.339 eV
SMILES = COC(=O)OC.ClC(Cl)Cl.ClC(Cl)Cl.CC(C)=O.CC(C)=O.CC(C)=O.CC(C)=O.CC(C)=O.CC(C)=O

ORCA input file:
```
! RIJCOSX wB97M-V def2-TZVPD def2/J DEFGRID3
* xyz 0 1
C 4.6754 4.2170 -0.3974
Cl 4.6614 5.9604 -0.1772
Cl 4.1656 3.3501 1.0456
Cl 6.3025 3.6930 -0.8667
H 4.0257 3.9560 -1.2223
C -0.5690 6.1625 0.2111
Cl -1.6225 5.0176 -0.6382
Cl 1.1430 5.9056 -0.1584
Cl -0.9127 6.1233 1.9618
H -0.7994 7.1784 -0.0711
C -5.7812 -4.7187 -0.3841
O -5.3316 -3.4594 -0.8181
C -4.2472 -3.4078 -1.5750
O -3.6517 -4.3499 -2.0160
O -3.9436 -2.1283 -1.7812
C -2.6667 -1.8897 -2.3783
H -5.3007 -5.0734 0.5265
H -5.6557 -5.4926 -1.1431
H -6.8526 -4.6565 -0.2024
H -2.5150 -0.8191 -2.3619
H -2.6635 -2.1534 -3.4386
H -1.8803 -2.4180 -1.8448
C 2.6628 -4.2409 -0.2845
C 3.1107 -2.8994 0.2586
O 4.2857 -2.5980 0.2566
C 2.0895 -1.9997 0.8795
H 3.4675 -4.9659 -0.2163
H 2.4397 -4.1298 -1.3526
H 1.7214 -4.5412 0.1693
H 1.6509 -1.3695 0.0970
H 2.5655 -1.3814 1.6328
H 1.2375 -2.5702 1.2496
C 2.2608 -0.4879 4.6116
C 1.0837 -1.0494 5.3786
O 1.0828 -1.1755 6.5812
C -0.1432 -1.3729 4.5891
H 2.9577 0.0337 5.2575
H 1.8798 0.1741 3.8268
H 2.7412 -1.2910 4.0472
H -0.8289 -2.0264 5.1190
H 0.0669 -1.8572 3.6230
H -0.6651 -0.4935 4.2011
C -2.8715 2.2475 6.2615
C -3.1772 1.8551 4.8423
O -4.1087 1.1437 4.5722
C -2.2828 2.4235 3.7674
H -1.8258 2.0492 6.5115
H -3.5106 1.8150 7.0263
H -2.9801 3.3344 6.3712
H -2.9120 2.8749 2.9995
H -1.6127 1.7043 3.3026
H -1.6326 3.2191 4.1426
C -0.6856 2.8498 -4.5669
C -0.1886 1.5376 -4.0089
O -0.9508 0.6497 -3.7063
C 1.3072 1.3456 -3.8979
H -0.3749 3.6410 -3.8842
H -1.7635 2.8427 -4.7240
H -0.3076 3.0106 -5.5816
H 1.5666 0.6263 -4.6731
H 1.6190 0.9195 -2.9507
H 1.8406 2.2895 -4.0156
C 3.0404 -1.7034 -3.6096
C 1.6504 -2.2692 -3.4066
O 0.9596 -1.8990 -2.4887
C 1.1459 -3.1825 -4.5142
H 3.0237 -1.0143 -4.4480
H 3.7758 -2.4962 -3.7884
H 3.4146 -1.2918 -2.6706
H 1.3930 -2.6702 -5.4419
H 0.0801 -3.3432 -4.3662
H 1.6226 -4.1609 -4.4567
C -1.2457 0.6275 -0.5518
C -0.2109 0.8857 0.4875
O -0.3138 0.3720 1.5789
C 0.9966 1.6987 0.1144
H -1.7373 1.5376 -0.9080
H -2.0813 0.0241 -0.1995
H -0.7717 0.0844 -1.3707
H 1.4430 1.2094 -0.7467
H 1.7015 1.7332 0.9396
H 0.7183 2.7238 -0.1353
*
```

Löwdin atomic charge list, values in e, 5 entries: -1.56, 0.52, 0.55, 0.52, 0.01

***

[2]
C23H44NOP3Rh | ωB97M-V with the def2-TZVPD basis set

Output
Lowest unoccupied orbital energy (alpha / beta) = -8.4 / -12.8 eV
Molecular weight = 546.439 g mol⁻¹
HOMO energy (alpha / beta) = -13.994 / -17.171 eV

ORCA input file:
```
! RIJCOSX wB97M-V def2-TZVPD def2/J DEFGRID3
* xyz 3 5
Rh -0.5437 -0.1753 -0.1679
P 0.2496 1.8728 -0.5405
P -2.0816 0.0184 -2.0621
P 0.5767 -0.7624 1.8432
H -0.2807 -2.3548 -1.9559
C -0.1940 -2.3324 -0.8660
C -1.3456 -2.3167 -0.0714
H -2.3255 -2.4180 -0.5365
C 1.4870 1.4855 -1.8264
C -0.7424 3.2307 -1.2671
C 1.1296 2.7250 0.8069
C -3.1043 -1.4393 -2.5627
C -3.4236 1.2823 -1.9791
C -1.1792 0.3104 -3.6322
C 0.4452 -2.4681 2.5182
C 0.4359 0.2871 3.3353
C 2.3437 -0.7784 1.3923
H 0.7375 -2.7287 -0.4597
H -1.3100 -2.6680 0.9622
H 2.1799 2.3220 -1.9743
H 1.0166 1.2402 -2.7830
H 2.0319 0.5938 -1.5031
H -0.1480 4.1496 -1.3872
H -1.5774 3.4683 -0.5996
H -1.1533 2.9763 -2.2483
H 1.5991 3.6530 0.4557
H 1.9131 2.1089 1.2521
H 0.4335 3.0000 1.6025
H -3.5113 -1.2391 -3.5656
H -3.9401 -1.5874 -1.8634
H -2.4851 -2.3436 -2.5968
H -3.7953 1.4750 -2.9969
H -3.0725 2.2230 -1.5432
H -4.2573 0.9044 -1.3705
H -1.8366 0.1031 -4.4858
H -0.3331 -0.3849 -3.6766
H -0.8112 1.3364 -3.7161
H 1.2685 -2.6505 3.2233
H 0.5031 -3.2026 1.7074
H -0.5102 -2.5823 3.0440
H 1.1741 -0.0215 4.0906
H -0.5659 0.1742 3.7688
H 0.5985 1.3451 3.0997
H 2.9598 -1.3143 2.1236
H 2.7373 0.2349 1.2711
H 2.4219 -1.2933 0.4281
C 5.0129 -0.7852 -1.0008
C 6.0034 -0.4837 -1.9611
C 6.9031 -1.5000 -2.3063
C 6.8578 -2.7510 -1.6753
C 5.9435 -2.9747 -0.6385
C 5.0807 -1.9558 -0.2408
O 3.8791 -0.0161 -0.8176
H 3.9036 0.8361 -1.3111
H 6.0682 0.5147 -2.3969
H 7.6509 -1.3168 -3.0765
H 7.5333 -3.5460 -1.9741
H 5.8863 -3.9415 -0.1270
H 4.4416 -2.0507 0.6514
C -5.7787 1.5580 3.5953
C -4.6038 1.1673 2.7389
C -4.6631 0.0645 1.8829
C -3.5462 -0.2732 1.1142
N -2.4115 0.4323 1.1382
C -2.3534 1.5161 1.9279
C -3.4104 1.8962 2.7549
H -6.6067 1.9547 2.9994
H -6.1714 0.7008 4.1483
H -5.4946 2.3249 4.3195
H -5.5566 -0.5431 1.7969
H -3.5893 -1.1474 0.4584
H -1.4202 2.0980 1.9137
H -3.2732 2.7632 3.3992
*
```

Löwdin atomic charge list, values in e, 5 entries: 0.58, 0.70, 0.77, 0.76, 0.06

***

[3]
C23H44NP3PdS | ωB97M-V with the def2-TZVPD basis set

Output
Lowest unoccupied orbital energy (alpha / beta) = -11.5 / -14.6 eV
Molecular weight = 566.021 g mol⁻¹
HOMO energy (alpha / beta) = -19.348 / -19.249 eV

ORCA input file:
```
! RIJCOSX wB97M-V def2-TZVPD def2/J DEFGRID3
* xyz 4 5
Pd 0.9027 0.2821 -0.9967
P 0.8500 -1.9463 -1.8432
P 2.8257 -0.2093 0.3353
P 1.4893 1.8132 -2.6633
H -4.6081 4.0278 0.0704
C -4.4789 3.9109 -1.0220
C -4.6653 2.7306 -1.6526
H -5.2392 1.9064 -1.1941
C 0.0292 -3.1890 -0.7538
C 2.4120 -2.8259 -2.2873
C -0.0846 -2.0555 -3.3891
C 3.0326 1.0784 1.6234
C 2.8011 -1.7498 1.3573
C 4.4768 -0.3162 -0.4674
C -0.1249 2.3903 -3.3206
C 2.5467 1.1686 -4.0030
C 2.3345 3.2269 -1.8576
H -4.4674 4.8875 -1.5560
H -4.4880 2.6280 -2.7467
H -1.0047 -2.8538 -0.5511
H 0.5698 -3.2751 0.2049
H -0.0102 -4.1845 -1.2341
H 3.0138 -3.0426 -1.3954
H 3.0009 -2.2009 -2.9724
H 2.1819 -3.7785 -2.7930
H -1.1098 -1.7342 -3.1972
H -0.0928 -3.0765 -3.7853
H 0.3664 -1.3903 -4.1296
H 4.0183 1.0028 2.1221
H 2.2331 0.9490 2.3736
H 2.9329 2.0678 1.1467
H 3.7446 -1.8509 1.9366
H 2.6806 -2.6467 0.7205
H 1.9510 -1.6929 2.0644
H 5.2955 -0.4002 0.2683
H 4.6453 0.5836 -1.0760
H 4.5105 -1.1945 -1.1270
H -0.0664 3.2075 -4.0484
H -0.7406 2.7148 -2.4660
H -0.6350 1.5357 -3.7916
H 2.8256 1.8912 -4.7764
H 2.0506 0.3307 -4.4943
H 3.4644 0.7943 -3.5492
H 2.5715 4.0673 -2.5217
H 3.2722 2.8615 -1.4178
H 1.7043 3.6039 -1.0395
C -3.4599 0.5303 0.2856
C -2.2282 1.2306 0.3486
C -2.1785 2.3979 1.1198
C -3.3814 2.9350 1.5898
C -4.5289 2.1335 1.7923
C -4.5864 0.9605 1.0484
S -3.6903 -0.8850 -0.7059
H -4.8381 -1.2244 -0.1413
H -1.3869 0.9063 -0.2936
H -1.2393 2.9253 1.2924
H -3.4881 4.0241 1.7184
H -5.4075 2.4245 2.4004
H -5.5491 0.4611 0.8704
N -1.7531 -1.2677 2.4219
C -0.8931 -1.7721 3.3312
C -0.4245 -0.9857 4.4099
C 0.6412 -1.3964 5.1962
C 1.1974 -2.6741 5.0265
C 0.5685 -3.5505 4.1063
C -0.4606 -3.1095 3.2664
H -1.9075 -1.6234 1.4796
H -2.1839 -0.3782 2.5764
H -0.8999 -0.0218 4.5708
H 1.0324 -0.7127 5.9376
H 2.0876 -2.9691 5.6238
H 0.9229 -4.5934 4.0695
H -0.8828 -3.8119 2.5540
*
```

Löwdin atomic charge list, values in e, 5 entries: 0.31, 0.74, 0.75, 0.77, 0.04

***

Repeat the second record exactly.
C23H44NOP3Rh | ωB97M-V with the def2-TZVPD basis set

Output
Lowest unoccupied orbital energy (alpha / beta) = -8.4 / -12.8 eV
Molecular weight = 546.439 g mol⁻¹
HOMO energy (alpha / beta) = -13.994 / -17.171 eV

ORCA input file:
```
! RIJCOSX wB97M-V def2-TZVPD def2/J DEFGRID3
* xyz 3 5
Rh -0.5437 -0.1753 -0.1679
P 0.2496 1.8728 -0.5405
P -2.0816 0.0184 -2.0621
P 0.5767 -0.7624 1.8432
H -0.2807 -2.3548 -1.9559
C -0.1940 -2.3324 -0.8660
C -1.3456 -2.3167 -0.0714
H -2.3255 -2.4180 -0.5365
C 1.4870 1.4855 -1.8264
C -0.7424 3.2307 -1.2671
C 1.1296 2.7250 0.8069
C -3.1043 -1.4393 -2.5627
C -3.4236 1.2823 -1.9791
C -1.1792 0.3104 -3.6322
C 0.4452 -2.4681 2.5182
C 0.4359 0.2871 3.3353
C 2.3437 -0.7784 1.3923
H 0.7375 -2.7287 -0.4597
H -1.3100 -2.6680 0.9622
H 2.1799 2.3220 -1.9743
H 1.0166 1.2402 -2.7830
H 2.0319 0.5938 -1.5031
H -0.1480 4.1496 -1.3872
H -1.5774 3.4683 -0.5996
H -1.1533 2.9763 -2.2483
H 1.5991 3.6530 0.4557
H 1.9131 2.1089 1.2521
H 0.4335 3.0000 1.6025
H -3.5113 -1.2391 -3.5656
H -3.9401 -1.5874 -1.8634
H -2.4851 -2.3436 -2.5968
H -3.7953 1.4750 -2.9969
H -3.0725 2.2230 -1.5432
H -4.2573 0.9044 -1.3705
H -1.8366 0.1031 -4.4858
H -0.3331 -0.3849 -3.6766
H -0.8112 1.3364 -3.7161
H 1.2685 -2.6505 3.2233
H 0.5031 -3.2026 1.7074
H -0.5102 -2.5823 3.0440
H 1.1741 -0.0215 4.0906
H -0.5659 0.1742 3.7688
H 0.5985 1.3451 3.0997
H 2.9598 -1.3143 2.1236
H 2.7373 0.2349 1.2711
H 2.4219 -1.2933 0.4281
C 5.0129 -0.7852 -1.0008
C 6.0034 -0.4837 -1.9611
C 6.9031 -1.5000 -2.3063
C 6.8578 -2.7510 -1.6753
C 5.9435 -2.9747 -0.6385
C 5.0807 -1.9558 -0.2408
O 3.8791 -0.0161 -0.8176
H 3.9036 0.8361 -1.3111
H 6.0682 0.5147 -2.3969
H 7.6509 -1.3168 -3.0765
H 7.5333 -3.5460 -1.9741
H 5.8863 -3.9415 -0.1270
H 4.4416 -2.0507 0.6514
C -5.7787 1.5580 3.5953
C -4.6038 1.1673 2.7389
C -4.6631 0.0645 1.8829
C -3.5462 -0.2732 1.1142
N -2.4115 0.4323 1.1382
C -2.3534 1.5161 1.9279
C -3.4104 1.8962 2.7549
H -6.6067 1.9547 2.9994
H -6.1714 0.7008 4.1483
H -5.4946 2.3249 4.3195
H -5.5566 -0.5431 1.7969
H -3.5893 -1.1474 0.4584
H -1.4202 2.0980 1.9137
H -3.2732 2.7632 3.3992
*
```

Löwdin atomic charge list, values in e, 5 entries: 0.58, 0.70, 0.77, 0.76, 0.06